Below is one molecule with the formula C6H10O2 at a distorted geometry, with properties calculated with ωB97M-V/def2-TZVPD.

```
18
Properties=species:S:1:pos:R:3:forces:R:3:nbo_charge:R:1
H 0.365923 -3.109232 0.635876 -0.2300 0.0711 -0.1458 0.24
O 1.926919 -0.867321 -0.943147 -1.5520 -0.2168 1.1699 -0.59
C 0.366345 0.842284 0.475548 -0.2907 0.6583 0.1413 0.04
H 0.166877 0.971960 2.628544 0.0592 0.1097 -0.1288 0.21
C -0.224702 1.480957 -0.758012 -0.4604 -0.2180 -0.7841 -0.19
H -1.966482 0.290153 -0.971300 0.0951 -0.0008 -0.0827 0.20
C 0.962045 -1.300011 -0.327776 0.8033 0.3615 -0.7938 0.80
H 0.352312 2.296596 -1.188392 -0.0710 -0.0308 0.0876 0.21
H 1.266961 -3.332838 -0.873453 -0.1663 0.1984 0.0314 0.24
C -1.357711 1.098722 -1.365032 0.7635 0.2461 0.5592 -0.39
H -0.427245 -2.790455 -0.944721 0.0227 0.0079 0.2022 0.24
C 0.504768 -2.725065 -0.377676 0.4148 -0.4138 -0.0011 -0.72
O 0.124068 -0.574655 0.463229 0.7462 -0.0396 -0.2942 -0.52
H -1.700230 1.593176 -2.268016 0.0216 -0.0238 0.1511 0.21
H -0.169886 2.501449 1.787569 0.0277 -0.2068 -0.1379 0.22
H 1.444991 1.038444 0.521790 -0.2213 -0.2281 -0.1911 0.21
C -0.282995 1.413749 1.732698 -0.1321 -0.3790 0.4196 -0.61
H -1.351957 1.172088 1.772271 0.1696 0.1044 -0.2026 0.22
```
Positions in Å, forces in eV/Å.

* relative energy (zero: lowest compared OMol25 entry of this formula, charge and spin): 8.6 kcal/mol
* LUMO energy: 0.03511 Eh
* gap between HOMO and LUMO: 10.827 eV
* HOMO energy: -9.871 eV

---

Below is a 2-piece molecular cluster, C6H10O2 overall at a distorted geometry, with properties calculated with ωB97M-V/def2-TZVPD.

```
18
Properties=species:S:1:pos:R:3:forces:R:3:nbo_charge:R:1
H 0.845384 1.750361 0.515713 -0.0880 -0.0906 0.1594 0.22
H 2.734258 -1.246834 0.006081 -0.1774 0.0846 -0.0378 0.21
C 0.794678 -0.288825 -0.204449 -1.1562 0.0768 0.4322 -0.32
C 1.678533 -1.524018 -0.069284 0.0070 -0.5745 -0.1935 -0.60
H 1.565664 -2.178977 -0.938328 0.0080 0.0273 0.1214 0.22
H 0.948290 0.143501 -1.200756 -0.1719 -0.1478 0.0678 0.21
C -0.711908 -0.800059 -0.052271 1.9403 -1.7254 1.2584 0.79
C -2.644269 2.409150 -0.123343 0.2011 -0.2903 -0.2587 -0.21
H 1.417930 -2.105785 0.820224 0.0317 0.1543 -0.0335 0.22
C 1.129152 0.750795 0.860991 -0.1353 0.5338 0.0139 -0.62
H -2.034434 -1.721868 -0.961306 0.3352 -0.0590 -0.2366 0.50
O -1.255209 -1.007896 1.014087 0.3058 0.9198 -1.1226 -0.59
H 2.203349 0.798816 1.063881 -0.1163 -0.1880 -0.0954 0.21
O -1.145541 -1.383893 -1.189957 -0.6652 0.5771 0.1012 -0.69
H -3.372429 2.977961 0.408367 0.0139 -0.0316 -0.1463 0.24
C -1.834999 1.739636 -0.707655 2.0049 -0.8874 -0.1810 -0.27
H 0.605255 0.564235 1.802663 0.0732 -0.1204 -0.1622 0.24
H -0.923706 1.123701 -1.044657 -2.4106 1.7413 0.3134 0.24
```
Positions in Å, forces in eV/Å.

* relative energy (zero: lowest compared OMol25 entry of this formula, charge and spin): 52.3 kcal/mol
* LUMO energy: 0.03174 Eh
* gap between HOMO and LUMO: 11.371 eV
* HOMO energy: -10.507 eV

---

Below is a 3-piece molecular cluster, C6H10O2 overall at a distorted geometry, with properties calculated with ωB97M-V/def2-TZVPD.

```
18
Properties=species:S:1:pos:R:3:forces:R:3:nbo_charge:R:1
C 1.810605 -0.255026 0.590482 -0.8339 1.2096 -0.3756 -0.37
C -2.644385 -0.191396 0.115545 0.3229 -0.8344 0.1927 0.55
H 2.090126 -0.352961 -1.544583 0.0264 -0.0232 0.0474 0.21
C -0.405253 -0.670561 0.584799 -3.2681 0.1840 -0.4749 -0.12
C 2.348442 -0.916208 -0.644906 -0.0198 -0.0055 -0.0818 -0.65
O -3.316374 -1.316625 0.514861 -0.2985 0.0591 0.1143 -0.75
C -0.257030 1.824782 -0.304544 -0.3142 0.2988 -0.0522 -0.72
C -0.173945 0.474172 0.209350 3.8676 -0.5174 0.4989 0.19
H -1.318239 2.082442 -0.384722 0.0415 -0.1126 -0.0467 0.30
H 2.153389 0.762412 0.761756 0.1889 -0.0310 -0.0324 0.20
H 3.442719 -0.989943 -0.610050 -0.0944 0.0004 0.0356 0.22
O -3.244788 0.723400 -0.400304 0.2325 -0.1031 0.2073 -0.69
H 1.901767 -0.823352 1.512742 -0.3123 -0.0342 -0.0445 0.20
H -0.484700 -1.684204 0.905727 0.2253 -0.0321 0.0759 0.26
H 0.220932 2.538105 0.368303 0.0644 -0.1054 -0.0369 0.24
H 0.194204 1.888925 -1.296237 0.0266 -0.0077 0.0835 0.25
H 1.958143 -1.928873 -0.762392 -0.0088 0.0380 -0.0034 0.21
H -4.275613 -1.165087 0.384173 0.1541 0.0164 -0.1071 0.46
```
Positions in Å, forces in eV/Å.

* relative energy (zero: lowest compared OMol25 entry of this formula, charge and spin): 143.1 kcal/mol
* LUMO energy (alpha / beta): 0.01821 / 0.01802 Eh
* gap between HOMO and LUMO (alpha / beta): 7.159 / 7.147 eV
* HOMO energy (alpha / beta): -6.664 / -6.656 eV

---

Below is one molecule with the formula C6H10O2 at a distorted geometry, with properties calculated with ωB97M-V/def2-TZVPD.

```
18
Properties=species:S:1:pos:R:3:forces:R:3:nbo_charge:R:1
H -0.224288 1.371612 2.014391 0.0620 0.0427 0.0444 0.23
H 0.293706 -1.600697 -1.028775 -0.0868 0.1475 0.1099 0.21
H -3.512019 -0.204394 -0.653864 0.0194 -0.2627 0.1971 0.20
C 2.313880 -0.752305 -0.223679 -1.6913 -0.4971 -2.0862 0.40
C -1.690377 -0.376369 0.390852 2.6733 0.5317 1.7216 -0.17
O 2.749560 -1.604861 0.491553 -0.4306 0.4628 0.0805 -0.52
H 2.986790 -0.057211 -0.790496 -0.1068 0.1353 0.2676 0.09
C 0.345353 1.184748 1.106137 0.0964 -0.2447 -0.0628 -0.63
O 0.419848 0.262410 -1.770561 0.0252 0.5940 -0.2703 -0.69
H 0.308272 -0.990573 1.347455 0.1443 0.0458 -0.1055 0.24
H 0.530210 1.175426 -1.476380 -0.0532 -0.0890 -0.0324 0.47
C 0.556429 -0.591933 -0.711024 5.0255 -1.1908 1.0629 0.06
C 0.071787 -0.222267 0.613822 -5.9398 -0.0988 -0.5914 -0.26
H -2.007812 -0.075318 -1.678050 0.1380 0.1152 0.0153 0.21
C -2.428542 -0.219303 -0.691684 0.2509 0.0895 -0.3910 -0.43
H -2.158580 -0.551208 1.355602 -0.1755 0.0953 -0.0223 0.18
H 1.406090 1.313696 1.324905 0.0686 0.0962 0.0776 0.21
H 0.039693 1.938548 0.379795 -0.0197 0.0272 -0.0149 0.20
```
Positions in Å, forces in eV/Å.

* relative energy (zero: lowest compared OMol25 entry of this formula, charge and spin): 68.7 kcal/mol
* LUMO energy: 0.02805 Eh
* gap between HOMO and LUMO: 9.218 eV
* HOMO energy: -8.454 eV

---

Below is one molecule with the formula C6H10O3 at a distorted geometry, with properties calculated with ωB97M-V/def2-TZVPD.

```
19
Properties=species:S:1:pos:R:3:forces:R:3:nbo_charge:R:1
O 0.037777 -2.811238 0.188660 -0.1113 -0.0300 0.0047 -0.66
H 1.034340 1.037170 -0.040764 0.0691 0.5631 -0.3384 0.22
O 0.695314 0.034671 2.491522 -0.7229 3.1948 -0.9354 -0.72
C -0.244776 1.662345 -1.724782 0.2205 -1.5496 -0.4385 -0.61
C 0.317406 -1.481993 0.034866 -0.5037 3.0624 0.9882 -0.03
H -1.753949 -0.264640 0.010138 1.6872 -0.1512 0.3933 0.22
H -1.144973 -0.700215 2.250271 -0.4674 0.5996 0.3373 0.19
H 0.526429 1.832325 -2.417943 1.5002 0.2528 -0.8608 0.23
H -1.022499 1.351041 -2.397232 -0.7800 -0.7165 0.1596 0.22
H -0.505240 2.611868 -1.394782 -0.5320 1.5765 1.2671 0.22
C 0.254521 0.657929 -0.713155 -0.8797 -1.2161 2.2443 -0.33
O 1.550264 -0.960292 -2.051756 -0.1189 -0.1023 -0.5319 -0.52
H 0.891583 1.015191 2.593573 0.4353 -2.0085 0.1479 0.47
C -0.604539 0.152847 1.819502 -0.2087 -1.8576 0.2707 -0.09
H -0.189542 -3.138735 -0.665706 -0.4303 -0.7449 -0.9424 0.48
C 0.837414 -0.665009 -1.137542 0.6332 -0.9526 -0.8483 0.58
H 1.052019 -1.234085 0.788380 0.6807 -0.1169 0.2993 0.22
C -0.649794 -0.212103 0.337221 -0.4929 0.3427 -1.3336 -0.24
H -1.081755 1.112922 2.029529 0.0216 -0.1457 0.1168 0.18
```
Positions in Å, forces in eV/Å.

* relative energy (zero: lowest compared OMol25 entry of this formula, charge and spin): 55.1 kcal/mol
* LUMO energy: 0.01830 Eh
* gap between HOMO and LUMO: 9.968 eV
* HOMO energy: -9.470 eV

---

Below is a 2-piece molecular cluster, C6H10O3 overall, with properties calculated with ωB97M-V/def2-TZVPD.

```
19
Properties=species:S:1:pos:R:3:forces:R:3:nbo_charge:R:1
H -1.237836 1.559817 0.678443 -0.0105 0.1280 -0.0283 0.22
H -1.378827 0.249549 -1.574293 -0.0567 0.0481 -0.0626 0.24
O 0.678862 1.612029 -1.227556 0.1968 -0.2630 -0.0744 -0.59
C -0.844042 -0.504355 0.327687 -0.0400 -0.1571 0.0935 0.07
H -1.435938 -1.517450 -1.468670 -0.0169 -0.0795 -0.0805 0.21
O 1.885460 1.439250 0.646073 0.3761 -0.0473 0.5417 -0.66
C 0.152382 -1.343738 0.605827 -0.5574 -0.1861 0.3059 -0.45
C 1.428655 0.990513 -0.515378 -0.2494 0.7939 -0.0235 0.70
C -1.639465 -0.594341 -0.933141 0.0728 -0.0461 -0.0211 -0.66
H 1.475926 -0.787319 -1.779935 -0.0300 0.0021 0.0809 0.14
H -2.224185 0.459614 1.628324 -0.0864 0.0268 0.0210 0.23
C 1.995717 -0.365587 -0.901966 0.5208 -0.1725 -0.4610 0.34
H -2.705049 -0.531485 -0.720326 -0.1172 -0.0134 -0.0150 0.22
C -1.220637 0.623180 1.235779 0.1342 -0.0882 0.0298 -0.66
H 1.531691 2.321763 0.843716 -0.0845 -0.1783 -0.3129 0.50
H 0.363866 -2.198693 -0.013351 0.0192 -0.1358 -0.2126 0.20
H -0.531085 0.706866 2.072081 0.0161 0.0386 0.0770 0.22
H 0.728007 -1.262963 1.512459 0.1344 0.1124 0.1730 0.21
O 2.976496 -0.856650 -0.415776 -0.2215 0.2175 -0.0311 -0.48
```
Positions in Å, forces in eV/Å.

* relative energy (zero: lowest compared OMol25 entry of this formula, charge and spin): 24.1 kcal/mol
* LUMO energy: 0.00211 Eh
* gap between HOMO and LUMO: 9.704 eV
* HOMO energy: -9.646 eV

---

Below is C6H10O6Rb as an isolated structure at a distorted geometry, with properties calculated with ωB97M-V/def2-TZVPD.

```
23
Properties=species:S:1:pos:R:3:forces:R:3:nbo_charge:R:1
C 4.993521 -1.487786 0.309166 0.2309 0.0159 0.1646 -0.62
H 3.665960 -2.707261 -0.883685 0.0854 0.1058 -0.0518 0.16
Rb -5.518145 -0.234596 5.340592 0.4949 0.1936 -1.2131 0.99
H 5.512591 -0.522885 0.234360 -0.1630 -0.1684 0.0954 0.20
C 4.011431 -1.664378 -0.827487 -0.7243 -0.0829 -0.3172 -0.05
O -3.908794 0.272692 0.189136 0.6557 0.2079 -1.8301 -0.57
H -3.986281 2.654908 -0.388075 0.2584 -0.0593 -0.0142 0.22
O 1.882086 -1.429379 -2.512174 0.7600 -0.2854 -0.1469 -0.81
H -1.884144 0.737885 0.374814 -0.0936 -0.1751 -0.3754 0.20
O 1.492157 0.571922 -1.574579 0.5085 -0.1918 0.0505 -0.79
H 5.746055 -2.287925 0.274188 -0.0647 0.1533 0.0279 0.18
O -3.473659 -0.378501 2.309087 0.3028 -0.2649 -0.2930 -0.84
H 4.482903 -1.537860 1.280215 0.0769 0.0199 -0.2370 0.20
H -2.537960 0.441220 -1.290499 0.1803 0.0617 0.4728 0.19
C -2.708339 0.931087 -0.322966 -0.4023 -0.9170 0.3669 -0.06
C 2.066862 -0.531916 -1.671003 -2.1552 0.5717 -0.7146 0.94
H 4.484210 -1.423863 -1.791735 -0.0828 -0.1092 0.1424 0.16
C -2.920214 2.419732 -0.514151 -0.2182 0.5198 0.0842 -0.65
C -4.172595 0.283522 1.498889 -0.4729 0.4512 2.8307 0.95
H -2.348098 2.994420 0.228263 -0.1994 -0.0413 -0.2743 0.20
H -2.619955 2.735191 -1.522117 0.0487 -0.0274 0.2984 0.21
O 2.904669 -0.805205 -0.605790 1.5530 -0.0105 0.9677 -0.58
O -5.164253 0.968974 1.865545 -0.5790 0.0325 -0.0341 -0.85
```
Positions in Å, forces in eV/Å.

* net charge: -1
* LUMO energy: 0.00035 Eh
* gap between HOMO and LUMO: 3.488 eV
* HOMO energy: -3.479 eV

---

Below is a 2-piece molecular cluster, C6H10OS overall at a distorted geometry, with properties calculated with ωB97M-V/def2-TZVPD.

```
18
Properties=species:S:1:pos:R:3:forces:R:3:nbo_charge:R:1
S 1.193315 -1.389752 -1.020875 -0.8104 -0.1456 -0.6896 0.45
C -0.039019 -1.031987 -2.436869 1.8388 0.1532 2.8558 -0.06
H 0.035940 -0.855998 3.976168 0.6309 0.1157 0.1171 0.23
C -0.294950 0.396101 -2.593729 1.9430 -0.4304 -3.1355 -0.67
H -1.467786 2.371162 2.774660 -2.7576 1.4290 0.7553 0.22
C 0.000596 1.063373 3.364356 -1.1404 1.4275 -1.1936 0.10
H 0.897738 -0.465916 1.087148 0.0239 0.3400 -2.9343 0.51
H -0.076175 -2.987759 -2.924025 0.0130 -0.8126 -0.3993 0.21
H 0.026639 2.297529 1.657071 -1.3182 -0.7994 1.3697 0.24
H 1.156663 0.334946 4.907177 0.4902 0.0204 0.6179 0.23
O 1.018002 -0.151703 0.105466 -0.3350 -0.4545 1.8181 -0.88
C 0.487037 0.134625 4.110191 -0.7434 -1.1013 -0.1072 -0.52
C -0.586997 1.929193 2.565172 4.8472 -1.1470 -1.6232 -0.49
H 0.682992 0.930935 -2.772354 -1.1666 -0.3052 0.2935 0.23
H -0.898104 0.393778 -3.489062 -0.0941 0.6754 -0.6993 0.21
H -0.881724 0.852054 -1.901842 -1.2718 1.1967 2.5619 0.23
C -0.341365 -2.010432 -3.257034 -0.2166 0.0441 0.5123 -0.45
H -0.912802 -1.810149 -4.151619 0.0671 -0.2061 -0.1196 0.21
```
Positions in Å, forces in eV/Å.

* relative energy (zero: lowest compared OMol25 entry of this formula, charge and spin): 101.1 kcal/mol
* LUMO energy: 0.02388 Eh
* gap between HOMO and LUMO: 8.994 eV
* HOMO energy: -8.344 eV